15
Properties=species:S:1:pos:R:3:forces:R:3 method="wB97M-V/def2-TZVPD" lumo_energy_ev=0.91 de_lowest_ev=3.749 gap_ev=9.51 energy_ha=-382.827030 e_homo_ev=-8.604
C -2.6516 -0.0754 -0.5963 -0.23 -0.05 -0.18
O -1.8053 -0.0017 0.5490 0.14 0.01 0.00
C -0.4868 -0.0334 0.2912 0.17 0.03 -0.19
O -0.0385 -0.1120 -0.8328 -0.19 0.02 0.49
C 0.3224 0.0480 1.5531 0.20 0.01 0.03
C 2.7147 0.4414 -0.4817 0.11 0.07 -0.46
O 3.1772 -0.3535 -1.4150 0.04 -0.06 0.35
H -2.4713 -1.0028 -1.1454 -0.02 0.13 0.04
H -3.6687 -0.0584 -0.2058 0.10 0.01 -0.09
H -2.4843 0.7744 -1.2645 0.01 -0.14 0.12
H 0.0807 0.9674 2.0942 -0.07 -0.13 -0.05
H 0.0905 -0.8006 2.2035 -0.03 0.12 -0.09
H 2.2251 1.2451 -1.0709 0.04 0.01 0.07
H 1.3842 0.0555 1.2863 -0.28 -0.05 0.16
H 3.6117 -1.0939 -0.9650 0.01 0.02 -0.20